This record from OMol25 describes C33H42CaGe2N3O3S as an isolated structure at a distorted geometry. The level of theory is ωB97M-V/def2-TZVPD.

Each line ends with the Mulliken charge.
Element x y z (Å)
Ca: -0.624 3.247 3.123  1.633
C: -4.533 2.540 5.825  -1.175
C: -3.067 2.479 5.347  0.737
O: -2.734 2.847 4.149  -0.926
C: -2.153 2.061 6.382  -0.620
C: -0.775 1.826 6.295  0.541
C: -0.225 1.002 7.418  -1.068
N: -0.086 2.034 5.139  -0.324
N: 1.186 1.606 5.177  -0.434
C: 1.990 2.041 4.199  0.425
O: 1.780 2.855 3.207  -1.003
C: 3.406 1.493 4.280  0.313
C: 4.134 1.596 3.089  -0.523
C: 5.401 1.001 2.971  -0.532
C: 5.875 0.252 3.986  -0.454
C: 5.229 0.223 5.224  -0.531
C: 3.972 0.865 5.359  0.042
H: -4.625 2.767 6.933  0.304
H: -5.089 1.614 5.564  0.244
H: -5.035 3.348 5.236  0.331
H: -2.605 1.773 7.361  0.022
H: -0.872 1.102 8.363  0.338
H: 0.844 1.234 7.567  0.283
H: -0.319 -0.083 7.134  0.218
H: 3.581 1.995 2.257  0.399
H: 5.864 1.249 2.018  0.346
H: 6.792 -0.254 3.884  0.400
H: 5.731 -0.162 6.094  0.366
H: 3.494 0.822 6.354  0.289
O: -0.892 3.352 0.852  -0.897
N: -0.504 4.536 0.317  0.562
C: -0.402 4.590 -1.053  -0.202
C: -0.060 5.733 -1.703  -0.575
C: 0.167 6.880 -0.905  -0.192
C: -0.093 6.879 0.434  -0.890
C: -0.548 5.694 1.107  0.727
S: -0.974 5.992 2.716  -0.533
H: -0.563 3.695 -1.674  0.352
H: 0.297 5.690 -2.756  0.288
H: 0.490 7.768 -1.374  0.390
H: 0.077 7.774 1.048  0.333
C: 1.808 -5.355 -1.653  -1.209
C: 1.490 -4.042 -1.022  -0.584
Ge: -0.195 -3.100 -1.541  0.306
C: -1.560 -3.053 -0.031  -0.741
C: -1.678 -4.392 0.652  -1.071
C: -0.850 -3.857 -3.279  -0.676
C: -0.904 -2.913 -4.259  -0.470
Ge: -0.662 -1.248 -3.199  0.216
C: -2.111 0.237 -3.259  -0.739
C: -3.123 -0.100 -4.359  -1.008
C: 1.157 -0.464 -3.281  -0.487
C: 1.791 -0.305 -1.889  -1.305
C: -1.111 -3.066 -5.719  0.606
C: -0.270 -2.307 -6.604  0.006
C: -0.219 -2.605 -7.975  -0.653
C: -1.109 -3.571 -8.506  -0.391
C: -2.059 -4.177 -7.658  -0.521
C: -2.087 -3.946 -6.259  -0.476
H: 2.773 -5.771 -1.364  0.382
H: 1.686 -5.201 -2.746  0.286
H: 1.045 -6.106 -1.412  0.289
H: 2.300 -3.337 -1.166  0.308
H: 1.447 -4.084 0.080  0.437
H: -2.480 -2.740 -0.485  0.419
H: -1.220 -2.215 0.631  0.376
H: -2.285 -4.307 1.557  0.366
H: -0.701 -4.828 0.906  0.246
H: -2.346 -5.089 0.077  0.284
H: -0.971 -4.898 -3.467  0.598
H: -1.526 1.151 -3.456  0.264
H: -2.443 0.318 -2.219  0.500
H: -2.571 -0.194 -5.305  0.270
H: -3.793 0.775 -4.535  0.357
H: -3.686 -1.020 -4.055  0.265
H: 1.098 0.508 -3.839  0.463
H: 1.766 -1.215 -3.830  0.309
H: 1.131 -0.004 -1.074  0.361
H: 2.598 0.436 -1.929  0.407
H: 2.301 -1.173 -1.502  0.231
H: 0.382 -1.578 -6.105  0.262
H: 0.577 -2.197 -8.628  0.327
H: -1.238 -3.788 -9.563  0.346
H: -2.833 -4.806 -8.041  0.379
H: -2.848 -4.333 -5.633  0.466

Atomic forces in eV per Å
-0.062 -0.384 0.692
-0.463 0.703 -0.534
1.756 0.128 0.927
-0.617 -0.639 1.565
-2.308 0.591 -0.549
0.794 -0.721 -2.775
-0.020 -0.588 1.014
-2.313 0.780 2.038
2.934 -0.168 -1.099
-0.156 -0.082 1.110
-1.383 -0.627 0.908
-0.935 0.444 -1.391
0.151 -0.962 0.840
-2.191 1.754 -1.741
0.515 -0.176 1.606
-1.241 1.118 -0.535
1.373 -1.113 1.579
0.184 -0.421 -1.407
0.406 0.355 0.304
0.321 -0.480 0.561
0.226 0.409 -0.998
1.173 0.146 -1.307
-0.535 -0.261 0.256
0.312 0.925 0.109
0.328 0.516 -0.241
0.540 -0.787 0.201
1.171 -0.514 -0.069
-0.038 -0.470 0.112
0.016 0.171 -0.836
0.470 0.903 -0.368
-1.865 -0.094 0.734
0.268 -0.290 -0.205
1.173 0.434 -0.029
-0.501 -0.555 -0.052
0.221 -0.376 -0.437
1.127 0.925 -1.660
-0.265 -1.226 0.385
0.092 0.099 1.205
-0.829 0.104 0.834
0.431 0.916 -0.419
-0.262 -0.531 -0.361
-1.192 -0.527 -1.103
-0.102 1.411 1.496
-1.708 0.520 -0.431
1.785 0.329 -0.461
-1.350 -0.570 0.334
0.152 0.565 -0.346
-0.310 0.289 0.857
0.700 0.450 0.944
1.646 -0.912 0.177
-0.203 0.728 0.543
0.050 0.069 -0.527
0.436 0.964 0.013
-0.203 -0.001 -0.709
-0.401 -1.216 0.538
-0.004 -0.610 -0.033
-0.841 0.244 1.124
0.431 0.879 1.210
2.025 1.341 -1.621
0.101 0.183 -0.237
0.657 -0.456 0.394
0.124 0.043 0.103
0.236 0.178 -0.339
-0.118 -0.262 -0.236
-0.567 0.200 -0.243
-0.275 -0.816 -0.330
0.380 0.120 0.408
-0.435 -0.108 -0.130
1.150 0.340 -0.006
-0.071 -0.953 -0.543
-0.290 -0.275 -0.114
-0.521 -0.015 -0.362
-0.332 -0.543 0.194
0.038 -0.799 0.310
0.339 0.814 -0.747
0.429 -0.800 0.413
-0.272 0.694 -0.072
-0.307 0.197 -0.222
-0.192 0.117 0.007
-0.070 -0.706 -0.243
-0.059 -0.297 -0.540
-0.773 0.081 0.506
0.591 0.141 0.068
-0.218 -0.365 -0.503
-0.454 -0.627 0.494

Values from the calculation:
LUMO level   2.0 eV
Relative energy (zero: lowest compared OMol25 entry of this formula, charge and spin)   139.2 kJ/mol
Molecular weight   746.08 g mol⁻¹
Net charge   -1
Kohn-Sham gap   0.1972 Eh